The following is a quantum chemistry calculation of a cluster of 8 separate species, C22H36FN7O5S in total, from OMol25.

Computed properties:
SMILES ... CCCO[C@@H]1OS(=O)(=O)O[C@@H]1[C@@H](F)CC.CC#N.CC#N.CC#N.CC#N.CC#N.CC#N.CC#N
Strongest force on any atom ... 0.3 eV/A
Kohn-Sham gap ... 0.4156 Eh

Atoms and positions in Å:
1 S 5.112 0.845 -0.269
2 F 0.987 2.339 -0.366
3 O 4.653 3.035 -2.365
4 O 5.188 0.423 1.085
5 O 3.593 1.108 -0.673
6 O 5.580 2.370 -0.313
7 O 5.727 0.102 -1.307
8 N -2.722 -6.588 2.412
9 N -0.568 -1.135 -3.818
10 N -7.514 -7.103 -0.409
11 N -2.522 3.798 -0.328
12 N -1.423 -1.768 -0.286
13 N 1.572 4.449 2.465
14 N -5.775 -4.969 2.012
15 C -3.614 -3.082 0.224
16 C 0.422 4.842 -1.509
17 C 1.693 1.884 2.922
18 C 7.229 5.007 -1.505
19 C -2.264 2.717 -0.042
20 C -9.059 -6.671 1.643
21 C 1.631 3.320 2.666
22 C -5.152 -4.047 4.367
23 C 5.913 3.344 -2.985
24 C 2.011 2.925 -1.145
25 C -2.388 -2.347 -0.061
26 C -8.200 -6.913 0.490
27 C 0.103 -0.910 -2.914
28 C 3.306 2.521 -0.499
29 C -4.184 -7.632 0.524
30 C 4.585 3.172 -1.006
31 C -5.522 -4.566 3.056
32 C -1.828 1.375 0.326
33 C 0.957 -0.625 -1.767
34 C -3.356 -7.065 1.581
35 C 6.403 4.769 -2.772
36 C 1.841 4.432 -1.124
37 H -9.840 -7.427 1.693
38 H 0.092 4.323 -2.411
39 H 0.752 1.546 3.354
40 H 1.068 -1.521 -1.160
41 H 1.939 -0.298 -2.105
42 H -5.130 -4.858 5.091
43 H 2.070 4.769 -0.109
44 H -2.677 0.767 0.629
45 H -1.344 0.890 -0.517
46 H -4.223 -8.716 0.620
47 H 5.724 3.159 -4.040
48 H 6.658 2.619 -2.650
49 H 2.574 4.873 -1.803
50 H -8.462 -6.707 2.553
51 H 7.868 5.881 -1.621
52 H 3.242 2.709 0.575
53 H -4.264 -3.072 -0.649
54 H 7.027 5.003 -3.637
55 H 1.918 2.510 -2.151
56 H 1.867 1.343 1.993
57 H 0.510 0.155 -1.157
58 H -5.192 -7.224 0.588
59 H -1.120 1.442 1.149
60 H -9.517 -5.687 1.560
61 H -4.160 -3.600 4.314
62 H -3.382 -4.114 0.484
63 H -4.140 -2.624 1.059
64 H 4.728 4.192 -0.655
65 H 7.866 4.148 -1.291
66 H 6.613 5.186 -0.624
67 H 0.378 5.911 -1.715
68 H 5.551 5.452 -2.827
69 H -5.871 -3.295 4.689
70 H 2.502 1.664 3.617
71 H -3.767 -7.379 -0.449
72 H -0.275 4.626 -0.707

The following is a quantum chemistry calculation of an isolated molecule of C3H3NO2S in a non-equilibrium geometry, from OMol25.

Computed properties:
SMILES ... O=C[C@H]1OC=NS1
Strongest force on any atom ... 7.9 eV/A
Kohn-Sham gap ... 0.3432 Eh

Atoms and positions in Å:
1 S -0.918 -1.153 -0.079
2 O 2.165 0.415 -0.675
3 O 0.152 1.138 0.573
4 N -1.819 0.300 -0.402
5 C 0.532 -0.226 0.835
6 C 1.719 -0.586 -0.044
7 C -1.033 1.373 -0.184
8 H -1.261 2.340 -0.460
9 H 0.694 -0.236 2.004
10 H 2.132 -1.546 -0.288

The following is a quantum chemistry calculation of a structure of composition C37H43N5O5S2Sn, from OMol25.

Computed properties:
Strongest force on any atom ... 0.6 eV/A
Kohn-Sham gap ... 0.2672 Eh

Atoms and positions in Å:
1 Sn 0.631 0.229 -0.110
2 S 2.225 -1.410 -1.106
3 S 2.683 0.246 -2.263
4 O -0.458 1.463 1.963
5 O 1.820 0.181 -3.432
6 O 4.088 0.328 -2.532
7 O -0.080 1.675 4.487
8 O 2.193 1.334 -1.302
9 N -0.345 -1.614 1.078
10 N -1.728 0.653 -0.003
11 N -2.371 0.492 1.176
12 N -0.516 1.569 -2.216
13 N -0.785 -1.521 -1.555
14 C -2.583 -4.251 3.665
15 C -1.943 -3.641 -2.965
16 C 5.123 0.855 2.892
17 C -2.085 0.721 3.545
18 C -1.817 1.274 -2.284
19 C -0.757 -1.552 -2.893
20 C -1.907 -3.618 -1.579
21 C -4.073 -4.149 3.314
22 C 3.866 0.097 3.340
23 C -0.159 -1.594 2.399
24 C -0.709 2.624 -4.355
25 C -2.089 -5.685 3.420
26 C -2.964 0.271 6.145
27 C -2.410 -3.909 5.146
28 C -3.315 0.099 3.783
29 C -3.211 -5.832 -2.838
30 C -1.292 1.111 4.631
31 C 1.969 0.412 1.468
32 C 2.805 0.309 2.333
33 C -1.325 -2.547 -0.914
34 C -1.778 -3.312 2.775
35 C -3.711 -4.181 -4.631
36 C 3.403 0.608 4.709
37 C -1.932 -3.348 1.389
38 C -2.598 -4.773 -3.753
39 C -1.207 -2.505 0.570
40 C -1.542 -5.442 -4.644
41 C -1.599 0.931 2.162
42 C 0.015 2.258 -3.228
43 C -2.433 0.795 -1.049
44 C -0.844 -2.419 3.272
45 C -1.747 0.885 5.933
46 C -2.025 2.227 -4.455
47 C -2.599 1.550 -3.390
48 C 4.162 -1.407 3.411
49 C -1.330 -2.575 -3.623
50 C -3.759 -0.133 5.068
51 H -2.456 -6.313 -2.213
52 H -4.715 -0.611 5.241
53 H -3.517 0.755 -0.979
54 H -4.431 -3.124 3.434
55 H -2.714 -2.880 5.357
56 H 0.568 -0.877 2.762
57 H 2.516 0.071 5.047
58 H -1.119 -4.741 -5.365
59 H -1.272 -2.536 -4.703
60 H -3.904 -0.197 2.924
61 H -2.610 2.463 -5.336
62 H -1.993 -6.266 -5.200
63 H 1.053 2.526 -3.127
64 H -0.723 -5.841 -4.042
65 H -4.471 -3.693 -4.017
66 H -1.026 -5.775 3.655
67 H 3.153 1.669 4.663
68 H -0.663 -2.309 4.331
69 H -2.647 -4.027 0.948
70 H 4.934 1.929 2.861
71 H -2.308 -4.445 -1.014
72 H -3.305 0.105 7.160
73 H 5.940 0.665 3.593
74 H -4.193 -4.976 -5.205
75 H -4.279 -4.465 2.290
76 H -1.123 1.207 6.757
77 H 4.416 -1.795 2.424
78 H 5.431 0.535 1.896
79 H -3.983 -5.408 -2.190
80 H 0.105 1.750 3.522
81 H -1.377 -4.040 5.475
82 H -0.226 -0.747 -3.386
83 H -3.679 -6.608 -3.446
84 H -3.032 -4.577 5.744
85 H 5.000 -1.592 4.088
86 H -2.232 -5.983 2.379
87 H -2.641 -6.383 4.054
88 H -3.320 -3.446 -5.335
89 H 4.199 0.469 5.446
90 H -0.226 3.185 -5.141
91 H -4.651 -4.793 3.980
92 H 3.291 -1.955 3.780
93 H -3.645 1.268 -3.393

The following is a quantum chemistry calculation of a cluster of 5 separate species, H11O5 in total in a non-equilibrium geometry, from OMol25.

Computed properties:
Strongest force on any atom ... 1.4 eV/A
Total charge ... +1
Kohn-Sham gap ... 0.3432 Eh

Atoms and positions in Å:
1 O 0.049 1.715 0.324
2 O -1.358 0.356 4.682
3 O 4.574 0.331 -0.106
4 O -3.102 1.058 -3.143
5 O -0.088 -3.519 -1.367
6 H -0.988 -3.496 -1.693
7 H 0.384 -4.055 -2.005
8 H -0.558 1.442 -0.368
9 H -2.993 1.773 -3.770
10 H -1.060 0.184 5.575
11 H 0.922 1.463 0.014
12 H 5.294 0.884 0.200
13 H -2.295 0.534 4.772
14 H -3.589 0.388 -3.624
15 H -0.191 1.283 1.147
16 H 4.998 -0.342 -0.638

The following is a quantum chemistry calculation of a structure of composition C22H19HfN3 in a non-equilibrium geometry, from OMol25.

Computed properties:
Strongest force on any atom ... 1.3 eV/A
Total charge ... +4
Kohn-Sham gap ... 0.2302 Eh

Atoms and positions in Å:
1 Hf 0.366 0.395 -0.279
2 N 1.075 -1.628 -0.778
3 N -1.271 -0.838 0.127
4 N -1.364 1.674 -0.673
5 C -3.457 -2.484 0.383
6 C -1.087 -2.186 0.135
7 C 2.279 -1.981 -1.290
8 C -3.667 3.263 -0.539
9 C 0.292 -2.612 -0.220
10 C -3.690 1.940 -0.094
11 C 2.617 0.270 0.928
12 C -2.494 3.759 -1.104
13 C -1.373 2.945 -1.145
14 C -3.636 -1.107 0.277
15 C 2.623 1.465 0.146
16 C 1.623 2.443 0.443
17 C -2.179 -3.036 0.299
18 C 3.783 1.795 -0.716
19 C -2.543 1.157 -0.184
20 C 2.786 -3.268 -1.206
21 C 0.726 1.061 2.261
22 C 1.683 0.068 1.960
23 C 0.754 -3.921 -0.107
24 C -2.515 -0.290 0.134
25 C 2.027 -4.249 -0.574
26 C 0.730 2.261 1.523
27 H 0.190 1.014 3.210
28 H -2.062 -4.111 0.310
29 H 3.487 -0.385 0.866
30 H 3.767 -3.491 -1.608
31 H 4.316 0.922 -1.093
32 H -4.548 3.888 -0.450
33 H -4.598 1.539 0.335
34 H 2.843 -1.196 -1.794
35 H 3.546 2.469 -1.540
36 H -4.637 -0.701 0.263
37 H 1.751 3.443 0.022
38 H -2.443 4.774 -1.484
39 H -4.320 -3.134 0.460
40 H 1.836 -0.760 2.653
41 H 4.506 2.333 -0.084
42 H 0.170 3.118 1.899
43 H -0.444 3.316 -1.581
44 H 0.140 -4.680 0.358
45 H 2.410 -5.255 -0.450

The following is a quantum chemistry calculation of a cluster of 14 separate species, C64H148Cl2N8O20 in total in a non-equilibrium geometry, from OMol25.

Computed properties:
Strongest force on any atom ... 3.6 eV/A
Total charge ... +2
Kohn-Sham gap ... 0.3136 Eh

Atoms and positions in Å:
1 Cl 3.743 -2.819 -0.876
2 Cl 2.276 3.043 -1.255
3 O -3.210 -1.231 0.350
4 O 6.045 2.646 2.966
5 O -0.647 5.247 -2.515
6 O 1.353 -1.539 7.896
7 O -5.046 -0.575 1.449
8 O -1.244 -3.552 -4.231
9 O 0.724 7.062 1.850
10 O 6.158 1.500 -0.858
11 O -1.924 -5.154 4.334
12 O -2.609 3.816 1.658
13 O -6.552 -3.828 -1.124
14 O 1.548 0.721 7.522
15 O 2.228 -4.891 4.977
16 O -1.739 -3.839 -6.433
17 O -1.682 4.416 -4.322
18 O -3.020 -0.681 2.549
19 O -3.296 -3.106 -5.012
20 O -2.870 5.209 -2.628
21 O -5.235 -5.514 -4.626
22 O 0.551 -0.672 6.063
23 N 0.344 -0.890 -1.051
24 N 2.663 -5.485 -3.871
25 N 0.402 4.961 0.288
26 N -3.839 1.391 5.502
27 N 2.078 5.123 -5.441
28 N 0.014 -3.101 5.312
29 N 4.184 1.897 1.137
30 N -4.247 -3.548 -2.817
31 C -0.252 2.395 4.256
32 C -2.669 -6.134 3.735
33 C -1.841 -3.879 3.742
34 C 1.809 -4.407 6.241
35 C 1.106 8.388 2.294
36 C 0.293 -4.177 6.211
37 C -0.086 -2.328 -0.761
38 C 1.940 2.720 -5.247
39 C 7.391 2.565 3.370
40 C 1.947 -7.460 -0.770
41 C 3.153 8.683 -4.301
42 C 0.212 -1.061 1.308
43 C 5.075 1.755 3.462
44 C -4.487 0.047 5.162
45 C -4.056 -5.777 -3.996
46 C -1.464 2.472 5.195
47 C -4.533 2.546 4.784
48 C 0.992 3.246 4.713
49 C 1.638 6.475 -4.801
50 C 1.246 -0.910 -2.235
51 C 2.594 7.602 -5.242
52 C -1.365 -2.942 4.788
53 C -2.082 4.771 0.797
54 C 3.307 8.396 -2.832
55 C -5.956 -6.612 -5.235
56 C -2.376 1.292 4.967
57 C -2.060 -3.410 -5.160
58 C -3.995 3.184 7.069
59 C 2.013 5.169 -6.877
60 C -6.023 -2.455 -1.320
61 C 1.119 4.005 -5.086
62 C -1.627 0.050 -2.450
63 C 4.700 0.545 0.796
64 C 1.828 -3.458 -4.787
65 C 2.090 -5.760 -5.214
66 C 7.235 1.182 -1.727
67 C -3.908 1.698 7.012
68 C 3.866 1.987 2.602
69 C -4.572 -2.690 -1.691
70 C 1.993 -4.474 -5.965
71 C 2.048 -4.161 -3.428
72 C 2.847 -6.415 -1.556
73 C 1.189 -0.358 7.120
74 C 0.947 4.729 1.675
75 C -3.865 1.024 -3.419
76 C -0.793 0.096 -1.194
77 C -4.957 3.473 5.932
78 C 3.449 3.133 -5.284
79 C -0.319 -2.377 0.769
80 C 0.435 -7.434 -0.985
81 C -3.640 -0.861 1.501
82 C 3.597 -5.255 4.909
83 C 5.286 0.440 -0.583
84 C 4.163 -5.273 -3.961
85 C -3.854 3.291 1.359
86 C 1.566 6.014 2.295
87 C 3.393 4.659 -4.940
88 C -7.875 -3.844 -0.618
89 C -0.822 4.119 0.095
90 C 1.173 -0.518 0.226
91 C -2.843 1.087 -2.273
92 C -4.156 -5.046 -2.627
93 C 2.394 -6.596 -3.003
94 C -1.662 4.955 -3.230
95 H 2.065 8.105 -6.090
96 H -3.592 5.075 -3.240
97 H 3.778 7.414 -2.639
98 H 1.302 -6.754 -3.031
99 H 0.197 5.985 0.141
100 H -4.413 3.524 8.032
101 H 2.921 -7.456 -3.472
102 H -3.317 0.828 -1.307
103 H -4.869 1.350 7.428
104 H -6.628 -1.918 -2.032
105 H 3.851 9.315 -2.479
106 H -3.610 -5.712 3.294
107 H 0.557 6.623 -5.086
108 H -4.185 -0.625 6.001
109 H 2.385 8.406 -2.289
110 H 2.084 -7.232 0.288
111 H -4.369 0.065 -3.536
112 H -2.619 -3.640 -6.913
113 H 2.149 8.564 2.009
114 H 0.053 4.599 2.293
115 H 0.985 5.066 -7.176
116 H -2.706 5.043 -0.065
117 H -4.085 -1.718 -1.884
118 H 3.897 -6.574 -1.434
119 H -2.884 -3.575 3.406
120 H 2.519 4.340 -7.336
121 H 5.429 0.697 3.497
122 H -5.529 0.135 5.150
123 H -6.021 -1.851 -0.443
124 H 2.563 9.611 -4.296
125 H -3.048 3.656 6.895
126 H 2.128 -1.043 0.194
127 H -1.473 -0.068 -0.367
128 H 3.586 3.018 2.785
129 H 1.067 -6.055 -4.976
130 H 6.965 0.742 -2.732
131 H -1.125 -3.736 2.944
132 H 0.100 -3.839 7.235
133 H 2.043 -1.595 -1.971
134 H 7.770 2.136 -1.848
135 H 4.694 2.030 4.432
136 H 0.751 -3.032 -0.967
137 H -2.092 -6.664 2.938
138 H 0.190 4.022 -5.594
139 H 0.117 1.346 4.131
140 H -3.984 -3.062 -0.823
141 H 1.657 3.933 1.665
142 H 2.361 -8.448 -0.957
143 H -1.984 0.446 5.534
144 H -2.336 2.069 -2.218
145 H 1.003 4.622 -0.473
146 H -5.410 2.215 4.201
147 H -0.157 -5.084 5.947
148 H -3.392 -3.273 -3.358
149 H 2.854 -3.663 -2.849
150 H 7.472 2.970 4.395
151 H 4.726 -6.193 -4.205
152 H -4.070 2.421 2.023
153 H -0.610 2.738 3.292
154 H -5.365 -7.048 -6.053
155 H 3.024 1.318 2.790
156 H 3.354 4.811 -3.828
157 H -0.556 3.219 0.658
158 H -5.002 -3.346 -3.526
159 H 2.501 -2.643 -4.884
160 H -3.974 -6.843 -3.723
161 H -3.905 3.030 0.305
162 H -4.645 1.816 -3.222
163 H 0.840 4.216 -4.027
164 H -4.087 -0.306 4.216
165 H 0.628 4.244 4.875
166 H 7.977 3.244 2.763
167 H 4.177 5.242 -5.463
168 H 1.602 0.162 -2.361
169 H 2.872 -4.381 -6.615
170 H -5.370 -0.422 2.303
171 H 1.686 2.102 -6.136
172 H 0.440 -1.788 6.020
173 H 2.052 -1.531 8.561
174 H 1.146 -4.290 -2.784
175 H 2.570 6.208 1.842
176 H 0.860 -1.048 2.214
177 H -0.971 0.221 -3.310
178 H 2.450 6.117 -7.265
179 H 2.628 -6.585 -5.641
180 H 1.106 -4.536 -6.577
181 H -8.406 -4.809 -0.727
182 H 0.544 9.118 1.739
183 H 4.102 9.133 -4.644
184 H -0.870 3.788 -0.938
185 H 7.855 1.615 3.291
186 H 5.052 2.462 0.975
187 H -6.957 -6.280 -5.504
188 H -1.060 2.618 6.222
189 H -2.050 -2.951 5.642
190 H 0.173 -3.321 1.062
191 H -2.900 -6.904 4.479
192 H 1.572 6.264 -3.748
193 H 7.898 0.478 -1.164
194 H 2.574 -5.396 -1.160
195 H 0.774 -3.105 -4.822
196 H 0.678 -1.311 -3.048
197 H -3.182 -5.396 -4.561
198 H 5.399 0.447 1.587
199 H 4.023 2.515 -4.571
200 H 0.626 -3.302 4.470
201 H -3.194 -5.314 -2.122
202 H -5.982 3.182 6.245
203 H 1.014 8.470 3.393
204 H -1.729 5.622 1.364
205 H 2.022 -5.169 7.048
206 H 0.005 -6.489 -1.313
207 H 4.480 0.561 -1.296
208 H 3.872 -5.426 3.898
209 H -1.395 -1.961 4.395
210 H -0.656 -0.460 1.450
211 H -8.508 -3.123 -1.107
212 H 2.467 -3.562 6.487
213 H -3.886 3.089 4.130
214 H -1.936 3.391 4.786
215 H 4.281 -4.555 -4.755
216 H 1.303 2.909 5.753
217 H -2.473 1.057 3.885
218 H -1.421 -2.398 0.952
219 H -4.988 4.514 5.583
220 H -6.021 -7.433 -4.503
221 H 3.445 2.184 0.404
222 H -3.458 1.305 -4.420
223 H 5.776 -0.472 -0.768
224 H 4.036 -0.326 0.802
225 H -2.114 -0.906 -2.521
226 H 1.778 2.165 -4.354
227 H -4.598 4.119 1.360
228 H 1.609 5.836 3.378
229 H -0.411 1.139 -1.069
230 H -0.886 -2.670 -1.453
231 H 1.851 3.227 4.053
232 H 3.759 -6.159 5.483
233 H -7.819 -3.542 0.449
234 H 4.474 -4.828 -3.032
235 H -0.086 -7.513 -0.039
236 H 1.169 0.530 0.265
237 H -0.025 -8.127 -1.678
238 H -5.000 -5.350 -2.045
239 H 4.370 -4.480 5.305
240 H 3.830 2.880 -6.277
241 H 3.418 7.031 -5.695
242 H -3.020 1.177 7.419

The following is a quantum chemistry calculation of an isolated molecule of C2H3ClSi in a non-equilibrium geometry, from OMol25.

Computed properties:
SMILES ... C#C[SiH2]Cl
Strongest force on any atom ... 5.6 eV/A
Kohn-Sham gap ... 0.3873 Eh

Atoms and positions in Å:
1 Cl 2.383 0.420 -0.077
2 Si 0.846 -0.937 0.049
3 C -1.594 1.428 -0.023
4 C -0.851 0.503 -0.098
5 H 1.244 -2.040 -0.864
6 H -2.314 2.041 -0.294
7 H 0.285 -1.415 1.306